1.
DFT (ωB97M-V/def2-TZVPD) results for an isolated molecule of C17H26N2O4S.

Values from the calculation:
Orbital gap, eV: 9.7
E_HOMO, eV: -9.19
Multiplicity: 1

Geometry (Å):
C 4.93 -4.50 1.37
C 3.87 -3.85 0.55
C 2.54 -4.27 0.64
C 1.56 -3.68 -0.14
C 1.91 -2.66 -1.01
S 0.68 -1.88 -2.03
O 1.15 -1.80 -3.38
O -0.59 -2.51 -1.80
N 0.72 -0.32 -1.40
C 0.37 0.73 -2.33
C -1.14 0.86 -2.58
C -1.85 1.67 -1.51
O -2.26 2.78 -1.78
N -1.98 1.09 -0.29
C -2.63 1.74 0.86
C -3.86 2.60 0.49
O -3.62 3.93 0.16
C -1.58 2.43 1.77
C -2.27 3.03 3.00
C -0.76 3.51 1.05
C -1.38 -0.21 -0.02
C 0.16 -0.21 -0.07
C 3.22 -2.24 -1.12
C 4.20 -2.83 -0.34
H 5.66 -3.77 1.72
H 4.51 -5.01 2.23
H 5.47 -5.24 0.77
H 2.28 -5.06 1.32
H 0.53 -3.99 -0.09
H 0.87 0.46 -3.27
H 0.78 1.68 -1.97
H -1.57 -0.14 -2.69
H -1.29 1.41 -3.52
H -3.05 0.91 1.44
H -4.51 2.62 1.37
H -4.40 2.08 -0.31
H -3.11 3.90 -0.67
H -0.90 1.65 2.11
H -1.52 3.41 3.69
H -2.87 2.28 3.51
H -2.91 3.86 2.70
H 0.04 3.85 1.71
H -1.39 4.36 0.80
H -0.32 3.12 0.14
H -1.68 -0.51 0.99
H -1.75 -0.96 -0.72
H 0.53 -1.07 0.49
H 0.55 0.70 0.39
H 3.46 -1.45 -1.82
H 5.22 -2.50 -0.42


2.
DFT (ωB97M-V/def2-TZVPD) results for an isolated molecule of C17H26N2S.

Values from the calculation:
Orbital gap, eV: 8.5
E_HOMO, eV: -7.93
Multiplicity: 1

Geometry (Å):
C -0.57 -1.89 2.27
C -0.85 -1.11 0.99
C -1.49 -2.00 -0.08
C -2.00 -1.19 -1.28
C -3.26 -0.45 -0.93
C -3.23 0.90 -0.59
C -4.40 1.55 -0.22
C -5.60 0.88 -0.21
C -5.64 -0.46 -0.56
C -4.48 -1.12 -0.91
N 0.38 -0.56 0.47
C 0.75 0.73 0.56
S -0.21 1.90 1.23
N 1.95 1.10 0.05
C 3.04 0.25 -0.38
C 4.00 1.07 -1.24
C 5.16 0.19 -1.73
C 5.90 -0.41 -0.54
C 4.95 -1.22 0.33
C 3.80 -0.35 0.82
H 0.08 -2.74 2.08
H -1.50 -2.25 2.70
H -0.09 -1.24 3.00
H -1.51 -0.26 1.21
H -2.32 -2.54 0.37
H -0.75 -2.74 -0.42
H -1.23 -0.49 -1.60
H -2.20 -1.88 -2.11
H -2.30 1.43 -0.59
H -4.35 2.60 0.05
H -6.51 1.39 0.07
H -6.58 -1.00 -0.55
H -4.51 -2.17 -1.19
H 1.05 -1.23 0.12
H 2.18 2.07 0.23
H 2.63 -0.56 -1.00
H 4.40 1.90 -0.65
H 3.46 1.48 -2.09
H 4.77 -0.61 -2.36
H 5.84 0.80 -2.33
H 6.35 0.39 0.05
H 6.71 -1.05 -0.90
H 4.56 -2.06 -0.25
H 5.49 -1.63 1.19
H 4.19 0.47 1.43
H 3.12 -0.93 1.44


3.
DFT (ωB97M-V/def2-TZVPD) results for a structure of composition C17H26NNaOS2Si2.

Values from the calculation:
Orbital gap, eV: 3.9
E_HOMO, eV: -0.04
Charge: -2
Multiplicity: 1

Geometry (Å):
Na 0.06 0.22 0.26
S 3.08 2.69 2.10
C 1.61 3.58 2.09
C 1.54 4.89 2.65
C 0.36 5.59 2.65
C -0.78 5.02 2.10
C -0.65 3.75 1.57
N 0.48 3.04 1.55
H 2.45 5.30 3.08
H 0.32 6.59 3.08
H -1.73 5.54 2.08
H -1.51 3.25 1.12
C 2.35 -0.91 -3.00
Si 0.54 -1.28 -2.41
C -0.34 -1.45 -4.14
C 0.73 -3.17 -1.96
C 1.23 -4.01 -2.97
C 1.44 -5.37 -2.79
C 1.15 -5.94 -1.56
C 0.66 -5.13 -0.54
C 0.44 -3.75 -0.70
Si -0.20 -2.78 0.86
C 1.05 -3.38 2.21
C -1.71 -3.92 1.35
H 2.73 -1.62 -3.74
H 3.02 -0.93 -2.14
H 2.41 0.10 -3.43
H 0.26 -1.99 -4.90
H -0.56 -0.46 -4.56
H -1.29 -1.98 -4.04
H 1.46 -3.58 -3.94
H 1.83 -5.97 -3.60
H 1.31 -7.00 -1.39
H 0.43 -5.60 0.41
H 1.15 -4.47 2.29
H 0.73 -3.00 3.19
H 2.04 -2.96 2.02
H -1.41 -4.94 1.66
H -2.41 -4.04 0.52
H -2.27 -3.48 2.18
C -3.00 -1.34 -1.15
S -3.79 0.07 -0.39
C -4.34 0.81 -1.95
O -2.72 0.97 0.13
H -3.71 -1.87 -1.78
H -2.65 -1.98 -0.34
H -2.12 -1.00 -1.70
H -5.11 0.17 -2.38
H -3.48 0.91 -2.61
H -4.75 1.79 -1.71


4.
DFT (ωB97M-V/def2-TZVPD) results for a structure of composition C17H27AsAuN5SeSi.

Values from the calculation:
Orbital gap, eV: 4.9
E_HOMO, eV: -6.60
Multiplicity: 1

Geometry (Å):
Au 0.16 -0.92 -0.78
C 0.93 -1.90 2.98
C 0.96 -0.44 2.66
C 1.33 0.49 3.62
C 1.23 1.84 3.29
C 0.81 2.22 2.04
C 0.49 1.21 1.10
N 0.56 -0.08 1.45
N 0.14 1.43 -0.17
Si -0.93 2.63 -0.73
C -1.56 1.93 -2.39
C -2.35 2.85 0.54
C -0.26 4.39 -1.08
H 0.15 -2.11 3.72
H 1.89 -2.22 3.40
H 0.74 -2.46 2.07
H 1.67 0.18 4.59
H 1.49 2.60 4.02
H 0.74 3.25 1.75
H -1.78 0.86 -2.30
H -0.80 2.03 -3.16
H -2.45 2.44 -2.73
H -2.60 1.89 0.98
H -3.26 3.28 0.12
H -2.03 3.49 1.34
H 0.52 4.38 -1.84
H 0.16 4.84 -0.19
H -1.05 5.03 -1.43
Se 4.20 -2.25 1.43
N 5.19 -2.05 -0.02
C 4.38 -1.82 -1.05
C 4.76 -1.61 -2.38
C 3.75 -1.34 -3.28
C 2.42 -1.29 -2.87
N 2.02 -1.52 -1.63
C 2.98 -1.78 -0.71
N 2.70 -2.02 0.56
H 5.80 -1.66 -2.66
H 3.99 -1.18 -4.32
H 1.63 -1.07 -3.58
C -3.80 -0.44 -0.87
As -2.16 -1.37 -0.37
C -2.50 -1.80 1.49
C -2.53 -3.11 -1.19
H -4.66 -1.05 -0.58
H -3.82 -0.28 -1.95
H -3.85 0.53 -0.39
H -3.55 -2.04 1.67
H -2.20 -0.96 2.13
H -1.88 -2.65 1.76
H -3.47 -3.54 -0.83
H -1.71 -3.79 -0.95
H -2.58 -3.01 -2.27


- What is the orbital gap in the first record?
  9.7 eV